(1)
Here is a cluster of 2 separate species, C6H15NO in total from the Open Molecules 2025 dataset. Energies are from the ωB97M-V functional and the def2-TZVPD basis.

```
! RIJCOSX wB97M-V def2-TZVPD def2/J DEFGRID3
* xyz -1 2
C -2.935 -0.840 -0.717
C -1.328 -1.004 -0.553
C -0.538 0.301 -0.730
C 0.914 0.067 -0.662
C 1.577 -0.166 -1.824
C 1.468 0.087 0.714
N -1.045 -1.727 0.647
H -3.452 -0.802 0.213
H -3.171 0.035 -1.258
H -3.223 -1.828 -1.242
H -1.146 -1.767 -1.342
H -0.738 0.726 -1.806
H -1.002 1.061 -0.171
H 1.187 -0.419 -2.754
H 2.657 -0.411 -1.752
H 0.736 0.064 1.491
H 2.023 0.918 0.967
H 2.058 -0.804 0.695
H 0.028 -1.811 0.650
H -1.150 -1.136 1.478
H 2.647 2.973 2.273
H 1.272 2.886 1.546
O 1.705 2.717 2.390
*
```

## Properties
- ⟨S²⟩ = 0.75
- HOMO level (alpha / beta) (eV) = 0.91 / -5.82
- frontier orbital gap (alpha / beta) (eV) = 2.732 / 9.375

Results of the Löwdin charge analysis, in e, for atoms 1 through 2: atom 1 (C): -0.06, atom 2 (C): -0.46

=====

(2)
Here is a cluster of 2 separate species, C6H15NO in total from the Open Molecules 2025 dataset. Energies are from the ωB97M-V functional and the def2-TZVPD basis.

```
! RIJCOSX wB97M-V def2-TZVPD def2/J DEFGRID3
* xyz -1 2
C -1.212 -0.796 -1.227
C 0.003 0.065 -1.468
C 0.695 0.456 -0.134
C 1.552 -0.355 0.446
C 2.146 -0.040 1.762
C 0.371 1.840 0.248
N -1.804 -1.289 -2.543
H -1.051 -1.611 -0.627
H -2.018 -0.155 -0.702
H -0.296 0.989 -1.950
H 0.653 -0.411 -2.175
H 1.860 -1.333 0.057
H 2.175 -0.969 2.285
H 3.188 0.291 1.702
H 1.617 0.725 2.338
H 0.992 2.592 -0.310
H -0.745 2.101 0.073
H 0.408 2.070 1.280
H -1.996 -0.474 -3.118
H -2.691 -1.679 -2.280
H -1.892 -1.130 2.284
H -0.624 -0.507 1.701
O -1.329 -0.379 2.358
*
```

## Properties
- ⟨S²⟩ = 0.75
- HOMO level (alpha / beta) (eV) = 1.22 / -5.94
- frontier orbital gap (alpha / beta) (eV) = 2.650 / 9.762

Results of the Löwdin charge analysis, in e, for atoms 1 through 2: atom 1 (C): -0.40, atom 2 (C): -0.21

=====

The most stable arrangement is (2), and the next structure is 0.0263 hartree less stable.

=====

(1)
Here is the ion H2N5O2 with charge -1 from the Open Molecules 2025 dataset. Energies are from the ωB97M-V functional and the def2-TZVPD basis.

```
! RIJCOSX wB97M-V def2-TZVPD def2/J DEFGRID3
* xyz -1 1
N -1.150 -0.927 -0.025
N -0.250 -0.710 1.068
N 0.883 -0.055 0.681
N -0.916 -0.154 -0.937
N 0.633 1.228 0.030
O -1.551 -0.117 -2.020
O 1.574 1.580 -0.662
H -0.724 -0.017 1.668
H 1.502 -0.827 0.197
*
```

## Properties
- SMILES = O=NNN/N=N/[O-]
- HOMO level (alpha / beta) (eV) = -2.95 / -2.95
- frontier orbital gap (alpha / beta) (eV) = 7.794 / 7.792

Results of the Löwdin charge analysis, in e, for atoms 1 through 2: atom 1 (N): -0.08, atom 2 (N): -0.17

=====

(2)
Here is the ion H2N5O2 with charge -1 from the Open Molecules 2025 dataset. Energies are from the ωB97M-V functional and the def2-TZVPD basis.

```
! RIJCOSX wB97M-V def2-TZVPD def2/J DEFGRID3
* xyz -1 1
N 0.834 1.310 -0.064
N -0.521 1.057 0.026
N -1.066 -0.223 -0.133
N 1.603 0.283 0.002
N -0.406 -1.279 0.345
O 2.829 0.314 -0.036
O -0.788 -2.378 -0.233
H -0.642 1.238 1.026
H -1.843 -0.321 -0.932
*
```

## Properties
- SMILES = O=NNN/N=N/[O-]
- HOMO level (alpha / beta) (eV) = -2.66 / -2.66
- frontier orbital gap (alpha / beta) (eV) = 7.209 / 7.210

Results of the Löwdin charge analysis, in e, for atoms 1 through 2: atom 1 (N): -0.12, atom 2 (N): -0.15

=====

The most stable arrangement is (1), and the next structure is 0.0144 hartree less stable.

=====

(1)
Here is the ion C6H12N3S with charge +1 from the Open Molecules 2025 dataset. Energies are from the ωB97M-V functional and the def2-TZVPD basis.

```
! RIJCOSX wB97M-V def2-TZVPD def2/J DEFGRID3
* xyz 1 1
C -1.830 0.276 -1.019
C 2.223 0.946 0.079
C 1.786 0.659 -1.121
C -0.627 -1.439 -0.313
C -1.496 -0.091 2.155
C 1.871 -0.704 -1.649
N -1.309 -0.831 -1.309
N -1.356 0.996 0.071
N -0.713 0.122 0.954
S 1.070 -1.924 -0.417
H -2.606 0.822 -1.675
H 1.985 1.966 0.410
H 2.782 0.372 0.709
H 1.402 1.228 -1.891
H -1.104 -2.348 0.241
H -2.341 -0.705 1.984
H -1.006 -0.679 3.019
H -1.633 0.988 2.505
H 2.857 -1.097 -1.648
H 1.406 -0.936 -2.611
H -1.664 1.869 0.371
H 0.302 0.514 1.156
*
```

## Properties
- HOMO level (eV) = -13.22
- frontier orbital gap (eV) = 9.893

Results of the Löwdin charge analysis, in e, for atoms 1 through 2: atom 1 (C): -0.14, atom 2 (C): -0.01

=====

(2)
Here is a structure of composition C6H12N3S from the Open Molecules 2025 dataset. Energies are from the ωB97M-V functional and the def2-TZVPD basis.

```
! RIJCOSX wB97M-V def2-TZVPD def2/J DEFGRID3
* xyz 1 1
C -2.736 0.368 0.041
C 2.918 -0.458 0.119
C 1.737 -0.450 1.121
C 1.877 -0.181 -1.023
C -0.281 0.928 0.089
C 0.701 -0.242 0.092
N -1.457 0.102 0.250
N -3.088 1.608 -0.159
N -0.298 -1.289 -0.292
S -3.757 -1.012 -0.326
H 3.815 0.274 0.268
H 3.411 -1.475 -0.081
H 1.731 -1.400 1.766
H 1.794 0.435 1.749
H 1.966 0.810 -1.541
H 1.826 -1.014 -1.688
H -0.157 1.493 0.956
H -0.302 1.499 -0.929
H -2.356 2.250 0.131
H -4.028 1.774 -0.400
H -2.925 -1.979 -0.526
H -0.393 -2.041 0.384
*
```

## Properties
- HOMO level (eV) = -13.68
- frontier orbital gap (eV) = 8.578

Results of the Löwdin charge analysis, in e, for atoms 1 through 2: atom 1 (C): -0.71, atom 2 (C): -0.15

=====

The most stable arrangement is (1), and the next structure is 0.0218 hartree less stable.

=====

(1)
Here is a structure of composition C34H23Br2FGeNORe from the Open Molecules 2025 dataset. Energies are from the ωB97M-V functional and the def2-TZVPD basis.

```
! RIJCOSX wB97M-V def2-TZVPD def2/J DEFGRID3
* xyz 2 1
Re -0.042 0.122 0.851
Br -2.471 4.041 2.747
C -3.003 2.880 1.408
C -4.313 2.967 0.874
C -4.731 2.127 -0.120
Br -6.452 2.302 -0.803
C -3.858 1.120 -0.640
C -4.154 0.212 -1.674
C -3.215 -0.709 -2.078
C -1.984 -0.767 -1.432
N -1.679 0.079 -0.453
C -2.584 1.047 -0.073
C -2.146 1.944 0.911
O -0.821 1.782 1.293
H -4.985 3.720 1.262
H -5.125 0.248 -2.151
H -3.419 -1.405 -2.879
H -1.248 -1.518 -1.691
F 5.712 0.688 1.644
C 4.450 0.352 1.443
C 4.129 -0.310 0.258
C 2.821 -0.683 0.021
C 1.888 -0.355 1.002
C 2.207 0.230 2.222
C 3.526 0.635 2.428
H 4.910 -0.519 -0.461
H 2.552 -1.195 -0.894
H 1.483 0.329 3.035
H 3.842 1.094 3.354
C -0.524 -1.261 1.742
Ge -1.187 -2.439 3.274
C -1.711 -1.147 4.604
C -2.274 -1.663 5.774
C -2.683 -0.816 6.794
C -2.536 0.557 6.663
C -1.979 1.084 5.508
C -1.571 0.234 4.487
C -2.650 -3.409 2.523
C -3.066 -3.201 1.207
C -4.141 -3.900 0.676
C -4.818 -4.820 1.463
C -4.419 -5.036 2.774
C -3.342 -4.338 3.302
C 0.344 -3.472 3.751
C 0.227 -4.368 4.819
C 1.311 -5.133 5.221
C 2.530 -5.017 4.567
C 2.661 -4.136 3.502
C 1.576 -3.372 3.099
H -2.401 -2.732 5.907
H -3.116 -1.232 7.695
H -2.853 1.214 7.462
H -1.860 2.155 5.401
H -1.137 0.680 3.599
H -2.543 -2.489 0.575
H -4.451 -3.737 -0.349
H -5.653 -5.373 1.054
H -4.946 -5.755 3.387
H -3.046 -4.535 4.326
H -0.712 -4.482 5.349
H 1.207 -5.823 6.047
H 3.373 -5.617 4.882
H 3.609 -4.053 2.986
H 1.699 -2.706 2.252
*
```

## Properties
- HOMO level (eV) = -13.96
- frontier orbital gap (eV) = 4.701

Results of the Löwdin charge analysis, in e, for atoms 1 through 2: atom 1 (Re): 1.62, atom 2 (Br): 0.94

=====

(2)
Here is a structure of composition C34H23Br2FGeNORe from the Open Molecules 2025 dataset. Energies are from the ωB97M-V functional and the def2-TZVPD basis.

```
! RIJCOSX wB97M-V def2-TZVPD def2/J DEFGRID3
* xyz 2 1
Re -0.725 1.315 -1.652
Br 3.456 4.008 -1.879
C 1.995 4.259 -0.768
C 2.040 5.220 0.266
C 0.971 5.409 1.096
Br 1.071 6.703 2.429
C -0.211 4.622 0.953
C -1.383 4.731 1.725
C -2.451 3.899 1.481
C -2.351 2.920 0.500
N -1.255 2.793 -0.243
C -0.202 3.661 -0.058
C 0.869 3.509 -0.945
O 0.676 2.576 -1.934
H 2.935 5.813 0.394
H -1.438 5.476 2.509
H -3.366 3.979 2.050
H -3.155 2.216 0.323
F -1.755 -1.455 -6.724
C -1.654 -0.975 -5.495
C -2.822 -0.579 -4.844
C -2.745 -0.090 -3.556
C -1.481 0.002 -2.981
C -0.322 -0.474 -3.591
C -0.408 -0.938 -4.900
H -3.773 -0.663 -5.354
H -3.642 0.216 -3.031
H 0.632 -0.545 -3.064
H 0.458 -1.316 -5.426
C -0.626 0.042 -0.447
Ge 0.199 -1.352 0.759
C 2.089 -0.989 0.572
C 2.956 -1.770 1.338
C 4.328 -1.572 1.270
C 4.852 -0.594 0.436
C 4.002 0.190 -0.331
C 2.629 -0.011 -0.262
C -0.508 -0.998 2.503
C -1.379 0.075 2.711
C -1.873 0.352 3.979
C -1.500 -0.446 5.051
C -0.634 -1.512 4.856
C -0.141 -1.792 3.588
C -0.339 -3.025 -0.001
C 0.099 -4.206 0.602
C -0.251 -5.436 0.063
C -1.041 -5.501 -1.078
C -1.485 -4.333 -1.683
C -1.138 -3.101 -1.146
H 2.571 -2.542 1.997
H 4.989 -2.185 1.868
H 5.922 -0.446 0.381
H 4.408 0.953 -0.983
H 1.986 0.612 -0.877
H -1.683 0.699 1.875
H -2.553 1.181 4.134
H -1.893 -0.242 6.038
H -0.344 -2.132 5.693
H 0.526 -2.637 3.458
H 0.715 -4.182 1.494
H 0.090 -6.346 0.537
H -1.316 -6.462 -1.490
H -2.107 -4.386 -2.568
H -1.510 -2.200 -1.621
*
```

## Properties
- HOMO level (alpha / beta) (eV) = -13.95 / -13.95
- frontier orbital gap (alpha / beta) (eV) = 4.533 / 4.552

Results of the Löwdin charge analysis, in e, for atoms 1 through 2: atom 1 (Re): 1.60, atom 2 (Br): 0.94

=====

The most stable arrangement is (1), and the next structure is 0.0082 hartree less stable.